[1]
The following is a DFT calculation (ωB97M-V with the def2-TZVPD basis set) of a structure of composition C34H29Cl11N3OReSSi2.

Values from the calculation:
⟨S²⟩: 0.761
HOMO energy (alpha / beta) (eV): -10.84 / -10.71
Kohn-Sham gap (alpha / beta) (Eh): 0.2599 / 0.2380
Charge: +1
Multiplicity: 2

Atoms and positions in Å:
Re (0.0167, -0.0546, 0.4508)
C (-1.7814, -2.7411, -1.2204)
Si (-1.0189, -1.0686, -1.6411)
C (-2.3800, 0.1784, -2.0236)
C (0.0615, -1.3735, -3.1103)
C (-0.3936, -1.8365, -4.3489)
C (0.5175, -2.1368, -5.3475)
C (1.8814, -1.9907, -5.1120)
C (2.3357, -1.5386, -3.8839)
C (1.4270, -1.2222, -2.8674)
Si (1.9651, -0.5195, -1.2082)
C (2.8988, 1.0533, -1.6825)
C (3.2719, -1.7270, -0.6040)
H (-2.5280, -2.9806, -1.9857)
H (-2.2590, -2.8384, -0.2453)
H (-1.0040, -3.5063, -1.2892)
H (-3.0026, -0.1982, -2.8426)
H (-1.9423, 1.1215, -2.3601)
H (-3.0341, 0.3835, -1.1738)
H (-1.4549, -1.9646, -4.5372)
H (0.1711, -2.4889, -6.3108)
H (2.5897, -2.2301, -5.8953)
H (3.4024, -1.4275, -3.7211)
H (3.6927, 0.7743, -2.3800)
H (3.3700, 1.5461, -0.8306)
H (2.2611, 1.7729, -2.1985)
H (3.9667, -1.8882, -1.4324)
H (2.8451, -2.6994, -0.3439)
H (3.8514, -1.3689, 0.2449)
Cl (2.8786, -1.3524, 2.6786)
C (2.7440, 0.2938, 2.1789)
C (1.7955, 0.6606, 1.2183)
C (1.6518, 2.0287, 1.0405)
Cl (0.3394, 2.3721, -0.0957)
C (2.3728, 3.0274, 1.6613)
Cl (2.0585, 4.6761, 1.3301)
C (3.3685, 2.6179, 2.5431)
Cl (4.3489, 3.7885, 3.3155)
C (3.5410, 1.2540, 2.8091)
Cl (4.7297, 0.7727, 3.9464)
Cl (-11.6643, 1.5295, 2.2604)
C (-10.1193, 0.8434, 1.9090)
C (-9.7928, -0.4119, 2.3989)
C (-8.5525, -0.9477, 2.1055)
C (-7.6235, -0.2558, 1.3326)
C (-6.2789, -0.8798, 1.0632)
C (-5.2971, -0.7036, 2.2584)
N (-4.0689, 0.0035, 1.8972)
C (-3.9291, 1.3610, 1.7151)
C (-2.6503, 1.5626, 1.3110)
N (-2.0050, 0.3410, 1.2442)
C (-2.8968, -0.5697, 1.6074)
O (-6.4741, -2.2627, 0.8250)
C (-5.4637, -2.8138, -0.0147)
C (-5.3876, -4.2886, 0.1917)
C (-4.6490, -4.8876, 1.1647)
Cl (-3.6819, -4.1012, 2.3510)
S (-4.7745, -6.5961, 1.1513)
C (-5.8388, -6.5346, -0.1894)
C (-6.0778, -5.2600, -0.5909)
C (-7.9838, 0.9997, 0.8581)
Cl (-6.8878, 1.9381, -0.1213)
C (-9.2222, 1.5575, 1.1348)
H (-10.5078, -0.9596, 2.9968)
H (-8.2980, -1.9376, 2.4630)
H (-5.8278, -0.4103, 0.1836)
H (-5.0130, -1.6964, 2.6034)
H (-5.7639, -0.1768, 3.0878)
H (-4.7409, 2.0468, 1.8839)
H (-2.1521, 2.4865, 1.0754)
H (-2.7187, -1.6307, 1.6801)
H (-4.4953, -2.3613, 0.2205)
H (-5.6890, -2.5861, -1.0621)
H (-6.2313, -7.4482, -0.6063)
H (-6.7260, -5.0047, -1.4176)
H (-9.4826, 2.5319, 0.7473)
Cl (-0.6828, -4.4117, 3.6150)
C (0.2508, -4.3729, 2.1121)
Cl (-0.4186, -5.4948, 0.9256)
Cl (1.9466, -4.7588, 2.4268)
C (0.1693, -3.0142, 1.5895)
N (0.1106, -1.9510, 1.1644)

[2]
The following is a DFT calculation (ωB97M-V with the def2-TZVPD basis set) of a structure of composition C34H29Cl2N6O3Tb.

Values from the calculation:
⟨S²⟩: 12.066
HOMO energy (alpha / beta) (eV): -9.80 / -13.48
Kohn-Sham gap (alpha / beta) (Eh): 0.1692 / 0.2170
Charge: +2
ΔE to the lowest compared entry with this formula, charge and spin (kcal per mole): 139.6
Multiplicity: 7

Atoms and positions in Å:
Tb (0.1310, 1.7484, 0.7495)
C (-2.0270, 5.1793, -1.2805)
C (-0.8425, 4.6336, -0.5480)
O (-0.5571, 3.4192, -0.5699)
N (-0.1051, 5.5015, 0.1497)
C (0.9687, 5.0935, 1.0508)
C (2.1624, 4.5149, 0.3141)
C (3.1496, 5.3646, -0.1706)
C (4.2370, 4.8405, -0.8503)
C (4.2836, 3.4686, -1.0394)
C (3.2586, 2.6907, -0.5300)
N (2.2097, 3.1791, 0.1498)
H (-2.9040, 5.0848, -0.6358)
H (-2.2076, 4.5889, -2.1755)
H (-1.9151, 6.2254, -1.5515)
H (-0.3477, 6.4817, 0.1212)
H (0.5835, 4.3346, 1.7552)
H (1.2850, 5.9732, 1.6115)
H (3.0744, 6.4271, -0.0065)
H (5.0195, 5.4807, -1.2237)
H (5.1001, 3.0118, -1.5749)
H (3.2845, 1.6211, -0.6855)
N (-3.5914, -4.0636, -2.2896)
C (-3.6366, -5.0332, -3.2494)
C (-4.3376, -6.2246, -3.3743)
C (-4.0915, -6.9771, -4.5024)
C (-3.1778, -6.5727, -5.4897)
C (-2.4758, -5.3990, -5.3808)
C (-2.7052, -4.6182, -4.2443)
N (-2.1437, -3.4467, -3.8758)
C (-2.6763, -3.1270, -2.7139)
C (-2.2455, -1.9713, -1.9928)
C (-2.6388, -1.6426, -0.6874)
C (-2.0603, -0.5669, -0.0522)
N (-1.1204, 0.2236, -0.6088)
C (-0.7923, -0.0577, -1.8929)
C (-1.3148, -1.1079, -2.6019)
H (-4.1585, -4.0358, -1.4601)
H (-5.0386, -6.5566, -2.6263)
H (-4.6124, -7.9120, -4.6332)
H (-3.0316, -7.2082, -6.3482)
H (-1.7695, -5.0749, -6.1270)
H (-3.3792, -2.2199, -0.1587)
H (-2.3629, -0.2980, 0.9566)
H (-0.0565, 0.6050, -2.3461)
H (-1.0180, -1.3066, -3.6190)
Cl (3.4399, 0.8491, 4.8057)
C (3.7871, 0.2789, 3.2099)
C (5.0965, 0.0511, 2.8127)
C (5.3660, -0.4208, 1.5392)
C (4.3383, -0.6268, 0.6327)
C (3.0407, -0.3584, 1.0305)
Cl (1.7173, -0.4395, -0.1058)
C (2.7234, 0.0612, 2.3231)
N (1.3847, 0.3283, 2.7009)
C (0.4370, -0.7617, 2.8078)
C (0.7848, -2.0492, 2.4075)
C (-0.1204, -3.0896, 2.5079)
C (-1.3773, -2.8623, 3.0392)
C (-1.7137, -1.5948, 3.4833)
C (-0.8243, -0.5284, 3.3887)
C (-1.2303, 0.8285, 3.9365)
C (-1.0342, 1.8204, 2.8070)
O (0.0142, 2.5289, 2.7717)
O (-1.7847, 1.7888, 1.8031)
H (5.9018, 0.2286, 3.5060)
H (6.3829, -0.6219, 1.2461)
H (4.5433, -0.9898, -0.3608)
H (1.4151, 0.8298, 3.5994)
H (1.7846, -2.2602, 2.0616)
H (0.1754, -4.0779, 2.1972)
H (-2.0828, -3.6720, 3.1406)
H (-2.6779, -1.4350, 3.9423)
H (-0.6150, 1.1199, 4.7905)
H (-2.2790, 0.8036, 4.2336)

[3]
The following is a DFT calculation (ωB97M-V with the def2-TZVPD basis set) of a structure of composition C34H29N8NaO3PS.

Values from the calculation:
HOMO energy (eV): -4.17
Kohn-Sham gap (Eh): 0.2290
Charge: -1
ΔE to the lowest compared entry with this formula, charge and spin (kcal per mole): 40.8

Atoms and positions in Å:
Na (-0.2034, 0.9657, -1.2618)
O (-2.5075, 0.3860, -2.4356)
C (-1.9012, -0.6335, -2.0845)
O (-0.6735, -0.8876, -2.2931)
C (-2.6464, -1.6788, -1.2654)
C (-3.8763, -2.1218, -1.7488)
C (-4.5429, -3.1731, -1.1433)
C (-3.9787, -3.8009, -0.0385)
C (-2.7763, -3.3362, 0.4702)
C (-2.1126, -2.2549, -0.1113)
P (-0.5743, -1.5739, 0.6141)
C (-0.8213, -1.4598, 2.3981)
C (0.3514, -0.7754, 3.0877)
C (0.3856, -1.2772, 4.5446)
C (-0.9545, -1.1100, 5.2137)
C (-2.0526, -1.3532, 4.4981)
C (-1.9562, -1.6900, 3.0820)
C (0.5141, -3.0297, 0.4141)
C (1.2293, -3.6343, 1.4432)
C (2.0801, -4.7028, 1.1852)
C (2.2212, -5.1896, -0.1043)
C (1.5028, -4.6008, -1.1384)
C (0.6615, -3.5282, -0.8857)
H (-4.2854, -1.6250, -2.6205)
H (-5.4905, -3.5173, -1.5413)
H (-4.4717, -4.6456, 0.4276)
H (-2.3356, -3.8282, 1.3289)
H (1.2861, -1.0927, 2.6150)
H (0.5963, -2.3620, 4.5197)
H (-0.9985, -0.8305, 6.2582)
H (-3.0344, -1.2882, 4.9534)
H (-2.8462, -2.0431, 2.5803)
H (1.1185, -3.2863, 2.4631)
H (2.6289, -5.1564, 2.0029)
H (2.8835, -6.0246, -0.3030)
H (1.6011, -4.9718, -2.1523)
H (0.1194, -3.0546, -1.6967)
O (1.7311, -0.3000, -3.5688)
C (2.6928, -0.8922, -2.7317)
C (3.1673, -0.0002, -1.6045)
C (4.5269, 0.2133, -1.3968)
C (4.9317, 1.0361, -0.3572)
C (3.9680, 1.6248, 0.4428)
C (2.6322, 1.3642, 0.1655)
N (2.2420, 0.5685, -0.8304)
H (0.8278, -0.4479, -3.2215)
H (3.5573, -1.1299, -3.3574)
H (2.3317, -1.8324, -2.2999)
H (5.2490, -0.2569, -2.0532)
H (5.9857, 1.2150, -0.1779)
H (4.2266, 2.2626, 1.2777)
H (1.8445, 1.7655, 0.7967)
N (-2.4382, 1.7261, 1.2906)
C (-2.3420, 2.7411, 0.4368)
N (-3.3789, 3.5847, 0.3104)
C (-3.1779, 4.6002, -0.5125)
N (-4.1960, 5.4930, -0.6649)
N (-2.0452, 4.8659, -1.1854)
C (-1.1125, 3.9313, -1.0295)
N (-1.1880, 2.8537, -0.2739)
C (0.1505, 4.1182, -1.8107)
C (0.6254, 5.3918, -2.0954)
C (1.8182, 5.5073, -2.7914)
C (2.4779, 4.3566, -3.1945)
C (1.9146, 3.1263, -2.8822)
N (0.7805, 3.0091, -2.2019)
H (-3.2567, 1.7191, 1.8749)
H (-1.5663, 1.3305, 1.7001)
H (-5.1041, 5.1842, -0.3670)
H (-4.1386, 6.1015, -1.4610)
H (0.0636, 6.2549, -1.7690)
H (2.2291, 6.4833, -3.0181)
H (3.4100, 4.3985, -3.7419)
H (2.3785, 2.1931, -3.1873)
S (0.1931, 1.0209, 2.9635)
C (1.4779, -0.6934, 5.3206)
N (2.3702, -0.3018, 5.9306)

Question: The lowest charge belongs to which entry?
Answer: C34H29N8NaO3PS

Question: The highest charge belongs to which entry?
Answer: C34H29Cl2N6O3Tb